[1]
{
  "formula": "C5H13NO2",
  "method": "ωB97M-V with the def2-TZVPD basis set",
  "s2": 0.75,
  "homo_ha": [0.036, -0.198],
  "total_charge": -1,
  "e_lumo_ev": [3.717, 3.565],
  "relative_energy_kcal_mol": 50.2,
  "e_tot_ha": -403.4618,
  "spin_multiplicity": 2,
  "species": ["C", "N", "C", "C", "C", "C", "O", "H", "H", "H", "H", "H", "H", "H", "H", "H", "H", "H", "H", "H", "O"],
  "positions_angstrom": [[0.688, 0.846, 1.820], [0.637, 0.448, 0.404], [1.775, -0.409, 0.052], [-1.116, -1.319, 0.967], [-0.603, -0.224, 0.009], [-1.742, 0.753, -0.107], [-2.604, 0.766, -0.948], [1.036, 1.889, 1.902], [-0.304, 0.821, 2.280], [1.410, 0.259, 2.382], [2.704, 0.094, 0.350], [1.792, -0.504, -1.034], [1.724, -1.388, 0.546], [-1.807, -1.994, 0.461], [-1.647, -0.909, 1.832], [-0.307, -1.977, 1.311], [-0.422, -0.687, -0.959], [-1.723, 1.546, 0.666], [0.685, 0.718, -3.405], [-0.249, 0.215, -4.443], [0.072, 1.056, -4.086]],
  "atomic_forces_ev_per_a": [[0.0, 0.8, -0.5], [-0.1, -0.3, 0.4], [-0.1, 0.9, 0.0], [0.2, -0.6, 0.1], [-0.5, -0.4, 0.4], [0.5, 0.6, -0.2], [-0.2, -0.3, -0.1], [0.0, -0.2, -0.1], [0.2, -0.2, 0.1], [-0.2, -0.4, 0.2], [-0.1, -0.2, 0.0], [0.1, -0.3, -0.1], [0.1, -0.1, -0.1], [-0.2, 0.2, -0.2], [0.2, 0.0, 0.0], [0.1, 0.3, 0.1], [0.0, 0.1, -0.3], [0.0, 0.1, 0.1], [-0.1, 0.3, -0.1], [-0.1, 0.2, -0.1], [0.3, -0.5, 0.1]]
}

---

[2]
{
  "formula": "C4H7NO2S",
  "method": "ωB97M-V with the def2-TZVPD basis set",
  "smiles": "C[C@H](C[S-])NC(=O)[O-]",
  "homo_ha": 0.015,
  "total_charge": -2,
  "e_lumo_ev": 6.168,
  "relative_energy_kcal_mol": 11.7,
  "e_tot_ha": -760.0444,
  "species": ["C", "C", "C", "S", "N", "C", "O", "O", "H", "H", "H", "H", "H", "H", "H"],
  "positions_angstrom": [[0.301, -1.507, 0.100], [-0.117, -0.090, -0.306], [0.934, 0.426, -1.318], [0.448, 0.220, -3.109], [-0.217, 0.840, 0.819], [-1.409, 1.073, 1.550], [-2.470, 0.597, 1.088], [-1.264, 1.798, 2.575], [0.482, -2.039, -0.827], [-0.435, -2.037, 0.698], [1.250, -1.439, 0.633], [-1.088, -0.081, -0.774], [1.099, 1.478, -1.144], [1.818, -0.220, -1.255], [0.668, 0.982, 1.272]],
  "atomic_forces_ev_per_a": [[-0.2, 0.4, -0.2], [0.3, 0.7, 0.3], [-0.7, -0.9, -1.0], [0.1, 0.0, 0.1], [0.2, -0.8, -0.7], [0.1, 0.4, 0.2], [0.0, -0.1, 0.0], [0.0, -0.1, 0.2], [0.0, -0.4, -0.2], [-0.1, 0.0, 0.2], [0.1, -0.1, 0.2], [-0.3, -0.2, -0.1], [0.4, 0.2, 0.2], [0.3, 0.6, 0.4], [-0.2, 0.3, 0.5]]
}

---

[3]
{
  "formula": "C2H4N2",
  "method": "ωB97M-V with the def2-TZVPD basis set",
  "homo_ha": -0.298,
  "e_lumo_ev": 1.071,
  "relative_energy_kcal_mol": 100.9,
  "e_tot_ha": -187.9576,
  "species": ["C", "C", "N", "N", "H", "H", "H", "H"],
  "positions_angstrom": [[1.249, 0.529, 0.043], [-1.160, -0.549, 0.058], [-0.743, 0.121, -1.095], [0.067, 0.102, -0.116], [1.842, 0.575, 0.961], [1.646, 0.783, -0.936], [-1.874, -0.043, 0.806], [-1.028, -1.519, 0.279]],
  "atomic_forces_ev_per_a": [[1.9, 0.3, 0.0], [-2.2, 3.4, 3.5], [-0.6, -0.3, -2.8], [0.4, 1.0, 0.4], [-0.7, -0.4, -0.3], [0.4, 0.6, 0.4], [0.8, -0.6, -1.1], [0.0, -4.0, 0.0]]
}

---

[4]
{
  "formula": "C3H5N2",
  "method": "ωB97M-V with the def2-TZVPD basis set",
  "smiles": "C1[C@@]23N[C@@]12[NH2+]3",
  "homo_ha": -0.588,
  "total_charge": 1,
  "e_lumo_ev": -5.186,
  "relative_energy_kcal_mol": 146.8,
  "e_tot_ha": -226.3584,
  "species": ["C", "C", "C", "N", "N", "H", "H", "H", "H", "H"],
  "positions_angstrom": [[-0.327, 0.119, -0.974], [-0.292, 0.653, 0.456], [0.826, -0.295, -0.088], [1.082, 0.990, 0.560], [-0.092, -0.694, 1.099], [-0.927, -0.532, -1.524], [-0.053, 0.953, -1.529], [1.579, 1.805, 0.150], [0.204, -0.634, 2.148], [-0.672, -1.503, 0.654]],
  "atomic_forces_ev_per_a": [[1.1, 0.8, 1.2], [-0.9, -1.1, -0.6], [0.4, 1.1, 1.0], [1.0, -0.1, 1.2], [-0.2, -0.7, -0.7], [-1.5, -1.3, 0.0], [0.7, 1.1, -1.5], [-1.0, -0.9, -0.2], [-0.2, -0.7, -2.4], [0.6, 1.7, 2.1]]
}

---

[5]
{
  "formula": "C10H11AlClN4O5S",
  "method": "ωB97M-V with the def2-TZVPD basis set",
  "homo_ha": -0.466,
  "total_charge": 1,
  "e_lumo_ev": -3.941,
  "relative_energy_kcal_mol": 16.1,
  "e_tot_ha": -2083.7186,
  "species": ["Al", "O", "S", "O", "O", "O", "Cl", "C", "C", "C", "C", "N", "C", "H", "H", "H", "H", "C", "N", "C", "C", "C", "N", "C", "O", "N", "H", "H", "H", "H", "H", "H", "H"],
  "positions_angstrom": [[0.338, -0.259, -0.359], [-0.924, -1.566, 2.559], [-0.952, -0.587, 1.550], [-1.840, 0.518, 1.621], [0.530, 0.038, 1.326], [-1.044, -1.214, 0.102], [-2.603, 4.240, 0.494], [-2.196, 3.001, -0.601], [-2.969, 2.756, -1.734], [-2.585, 1.723, -2.576], [-1.474, 0.963, -2.251], [-0.740, 1.200, -1.157], [-1.090, 2.195, -0.346], [-3.852, 3.349, -1.923], [-3.150, 1.502, -3.468], [-1.153, 0.127, -2.859], [-0.502, 2.326, 0.551], [3.853, -2.346, -1.923], [3.692, -0.964, -1.516], [4.743, -0.149, -1.242], [4.560, 1.078, -0.692], [3.227, 1.499, -0.408], [2.214, 0.689, -0.755], [2.442, -0.519, -1.247], [1.429, -1.260, -1.413], [2.936, 2.649, 0.172], [4.878, -2.521, -2.243], [3.154, -2.576, -2.726], [3.615, -2.996, -1.077], [5.730, -0.530, -1.466], [5.398, 1.714, -0.464], [3.658, 3.250, 0.540], [1.970, 2.820, 0.413]],
  "atomic_forces_ev_per_a": [[0.2, 1.1, -1.6], [-0.1, -0.5, 0.4], [0.6, -0.1, 0.0], [-0.8, 0.4, 0.3], [-0.8, -0.3, 0.7], [-0.3, -0.3, 0.9], [0.0, 0.2, 0.2], [0.2, -0.4, -0.4], [0.4, -0.1, 0.4], [0.3, -0.2, 0.0], [-0.3, 0.1, -0.3], [0.0, -0.3, -0.2], [-0.3, 0.6, 0.1], [0.0, 0.0, -0.1], [0.0, -0.1, 0.0], [-0.1, 0.0, -0.1], [-0.1, 0.1, 0.1], [-0.1, -0.8, -0.1], [-0.3, 0.2, 0.0], [0.0, 0.6, 0.3], [0.0, -0.1, -0.1], [0.2, -0.4, -0.2], [-0.1, 0.2, 0.2], [1.6, 0.2, -0.4], [-0.5, -0.4, -0.1], [-0.1, -0.1, 0.1], [-0.1, 0.1, 0.0], [0.2, 0.0, 0.0], [0.1, 0.0, -0.1], [-0.1, -0.1, 0.0], [0.1, 0.0, 0.0], [-0.1, 0.0, -0.1], [0.1, 0.2, 0.1]]
}

---

[6]
{
  "formula": "C16H14BF5N6OZr",
  "method": "ωB97M-V with the def2-TZVPD basis set",
  "homo_ha": -0.497,
  "total_charge": 2,
  "e_lumo_ev": -10.149,
  "relative_energy_kcal_mol": 34.6,
  "e_tot_ha": -1592.4173,
  "species": ["H", "N", "B", "N", "C", "Zr", "H", "C", "H", "C", "H", "C", "H", "H", "H", "N", "N", "N", "N", "C", "C", "H", "H", "C", "C", "C", "C", "H", "H", "H", "H", "H", "F", "C", "C", "F", "C", "F", "C", "O", "C", "F", "C", "F"],
  "positions_angstrom": [[1.778, -2.956, -1.766], [1.618, -0.770, -1.731], [2.553, 1.650, -1.209], [2.613, 0.162, -1.646], [3.752, -0.357, -2.131], [-0.480, -0.746, -2.183], [4.589, 0.262, -2.377], [3.563, -1.705, -2.289], [4.297, -2.380, -2.657], [2.252, -1.997, -1.938], [3.468, 2.284, -1.724], [-2.147, 1.004, 3.706], [-3.119, 0.719, 3.310], [-1.382, 0.625, 3.026], [-2.088, 2.087, 3.711], [2.704, 1.897, 0.355], [1.194, 2.080, -1.827], [1.780, 1.260, 1.124], [0.019, 1.372, -1.932], [3.519, 2.588, 1.198], [1.049, 3.265, -2.449], [4.356, 3.186, 0.862], [1.908, 3.866, -2.714], [3.061, 2.360, 2.531], [-0.268, 3.441, -2.703], [1.956, 1.501, 2.399], [-0.942, 2.310, -2.302], [3.447, 2.741, 3.448], [-0.690, 4.310, -3.179], [1.286, 1.045, 3.123], [-2.016, 2.124, -2.210], [-2.016, 0.627, 4.645], [-5.399, -4.960, 1.448], [-4.461, -4.056, 1.130], [-3.108, -4.314, 1.226], [-2.767, -5.515, 1.699], [-2.122, -3.428, 0.780], [-0.837, -3.830, 0.913], [-2.431, -2.227, 0.087], [-1.563, -1.578, -0.744], [-3.809, -1.897, 0.182], [-4.270, -0.721, -0.310], [-4.774, -2.808, 0.627], [-6.074, -2.522, 0.494]],
  "atomic_forces_ev_per_a": [[-0.2, 0.1, -0.3], [-0.5, -1.1, 1.2], [0.8, 0.9, 1.7], [0.8, 0.1, -1.4], [-1.5, 0.3, 0.8], [1.1, 1.2, 4.1], [0.3, 0.2, 0.3], [-0.5, -1.7, -0.2], [0.3, -0.6, 0.1], [0.7, 1.2, -0.8], [-0.6, -0.5, -0.1], [-0.3, 0.9, -2.7], [-0.1, 0.0, 0.1], [0.1, 0.0, 0.1], [0.0, 0.1, 0.1], [-1.2, -0.9, 0.0], [0.4, 0.4, -1.4], [-1.7, -1.5, -1.7], [-1.1, 0.0, 1.1], [-0.2, 0.0, 1.8], [1.0, -1.4, 1.1], [-0.2, -0.1, 0.0], [-0.1, 0.1, 0.5], [0.6, 0.2, -1.9], [-2.5, 1.0, -0.9], [0.8, 0.6, -0.8], [0.6, -0.4, -0.4], [0.4, 0.3, 0.2], [-0.2, 0.1, 0.2], [0.3, 0.2, -0.1], [0.4, -0.1, -0.3], [0.3, -1.0, 2.5], [1.3, 1.2, -0.3], [-0.2, -0.1, -0.1], [0.5, -1.1, 0.4], [0.3, 0.7, -0.1], [0.9, -0.3, -0.5], [-0.8, 0.4, -0.4], [-1.4, -1.1, 1.0], [1.4, 1.2, -1.9], [-0.2, 0.5, -0.8], [0.6, -0.8, 0.0], [-1.1, 0.5, -0.2], [0.7, 0.3, 0.1]]
}